Below is a molecular structure, C34H76Br2NO8S2 in a non-equilibrium geometry, with properties calculated with the ωB97M-V functional and the def2-TZVPD basis.

Last column: Löwdin charge in e.
Positions of all 123 atoms, in Å:
C (3.4850, 3.7289, 2.6419)  -0.092
C (4.1647, 3.9923, 1.2429)  -0.257
C (3.2298, 3.5884, 0.0495)  -0.197
C (3.4582, 2.0788, -0.3642)  -0.177
C (2.1512, 1.2414, -0.0828)  -0.189
C (1.7209, 0.4122, -1.3599)  -0.211
C (1.1964, 1.3258, -2.5159)  -0.186
C (0.4611, 0.5380, -3.6687)  -0.196
C (-0.6353, -0.4430, -3.1359)  -0.201
C (-0.1224, -1.8880, -2.8207)  -0.212
C (-1.2555, -2.6245, -2.0102)  -0.203
C (-1.4185, -1.9941, -0.5818)  -0.194
C (-2.7681, -1.2347, -0.3297)  -0.181
C (-2.6362, 0.3187, -0.1952)  -0.235
C (-1.4452, 0.8013, 0.6933)  -0.229
S (-1.7028, 2.5758, 1.0825)  0.602
O (-2.7017, 3.1714, 0.1314)  -0.389
O (-0.4359, 3.3595, 0.9542)  -0.395
N (-2.4180, 2.6662, 2.6209)  -0.360
S (-1.4443, 1.8610, 3.7229)  0.480
O (0.0138, 1.9635, 3.4024)  -0.421
O (-1.8815, 0.4477, 3.9680)  -0.415
C (-1.6655, 2.7197, 5.3627)  -0.743
Br (-3.5499, 3.3221, 5.5296)  0.683
C (-1.4446, 1.6397, 6.4930)  -0.787
C (-1.4925, 2.4174, 7.8750)  -0.182
Br (0.3235, 0.7698, 6.3467)  0.700
H (3.5200, 2.6526, 2.9033)  0.050
H (2.4497, 4.1411, 2.6493)  0.081
H (4.0673, 4.2968, 3.4028)  0.063
H (5.1459, 3.4638, 1.1770)  0.095
H (4.3840, 5.0820, 1.1438)  0.091
H (2.1813, 3.7815, 0.3766)  0.093
H (3.4147, 4.2025, -0.8643)  0.099
H (4.3351, 1.6575, 0.1820)  0.093
H (3.6783, 1.9841, -1.4532)  0.089
H (1.3100, 1.8523, 0.3162)  0.075
H (2.3944, 0.4903, 0.7123)  0.093
H (2.6489, -0.0905, -1.7241)  0.115
H (0.9891, -0.3462, -1.0116)  0.059
H (0.5419, 2.1337, -2.1199)  0.121
H (2.0772, 1.8311, -2.9799)  0.101
H (1.1665, 0.0412, -4.3778)  0.108
H (-0.0672, 1.3143, -4.2768)  0.099
H (-1.1613, 0.0363, -2.2750)  0.091
H (-1.4045, -0.5306, -3.9440)  0.108
H (0.8609, -1.9254, -2.3092)  0.094
H (0.0074, -2.4133, -3.7995)  0.107
H (-0.9362, -3.6904, -1.9230)  0.098
H (-2.1909, -2.6115, -2.6091)  0.100
H (-0.5056, -1.3959, -0.3836)  0.081
H (-1.3925, -2.8415, 0.1481)  0.107
H (-3.4927, -1.4793, -1.1451)  0.107
H (-3.2274, -1.6222, 0.6078)  0.107
H (-2.6198, 0.8597, -1.1690)  0.100
H (-3.5659, 0.6752, 0.3055)  0.087
H (-1.3947, 0.1487, 1.5919)  0.093
H (-0.4640, 0.6854, 0.1727)  0.070
H (-0.9439, 3.5501, 5.4807)  0.093
H (-2.2608, 0.8915, 6.4467)  0.080
H (-0.5820, 2.1912, 8.4722)  0.043
H (-2.4050, 2.0912, 8.4194)  0.073
H (-1.5125, 3.5127, 7.6789)  0.060
C (-9.5472, -0.0615, 1.5657)  -0.086
C (-8.5004, -1.1569, 1.6837)  -0.292
O (-7.2749, -0.8423, 1.0507)  -0.162
C (-6.5986, 0.3129, 1.5337)  -0.263
C (-6.2315, 0.2353, 3.0040)  -0.067
H (-9.7443, 0.1657, 0.5154)  0.079
H (-10.4804, -0.3759, 2.0386)  0.072
H (-9.2254, 0.8633, 2.0462)  0.064
H (-8.8744, -2.0582, 1.1938)  0.114
H (-8.3288, -1.4227, 2.7322)  0.104
H (-7.1889, 1.2112, 1.3235)  0.109
H (-5.6877, 0.4004, 0.9451)  0.103
H (-7.1154, 0.1536, 3.6409)  0.062
H (-5.6818, 1.1286, 3.3059)  0.076
H (-5.6066, -0.6395, 3.1961)  0.085
C (4.2926, 0.1807, 4.4691)  -0.068
C (4.2527, -0.2304, 3.0072)  -0.272
O (5.4337, 0.0982, 2.2882)  -0.166
C (6.6329, -0.4884, 2.7573)  -0.282
C (6.6119, -2.0069, 2.7396)  -0.076
H (4.4665, 1.2554, 4.5573)  0.075
H (3.3455, -0.0645, 4.9552)  0.067
H (5.0897, -0.3263, 5.0169)  0.064
H (3.4368, 0.3005, 2.5142)  0.093
H (4.0325, -1.2984, 2.9059)  0.109
H (6.8746, -0.1104, 3.7568)  0.105
H (7.4259, -0.1355, 2.0945)  0.117
H (5.8382, -2.4132, 3.3928)  0.067
H (7.5733, -2.4043, 3.0719)  0.075
H (6.4131, -2.3729, 1.7299)  0.063
C (-3.6274, 2.3835, -7.3485)  -0.079
C (-3.7089, 0.9072, -7.6988)  -0.287
O (-3.5688, 0.0490, -6.5807)  -0.164
C (-4.5372, 0.1960, -5.5535)  -0.279
C (-5.9611, -0.0548, -6.0189)  -0.082
H (-2.6797, 2.6059, -6.8532)  0.082
H (-3.7034, 2.9923, -8.2518)  0.074
H (-4.4286, 2.6878, -6.6736)  0.066
H (-2.8914, 0.6589, -8.3779)  0.116
H (-4.6368, 0.6825, -8.2359)  0.103
H (-4.4440, 1.1812, -5.0852)  0.110
H (-4.2815, -0.5351, -4.7843)  0.115
H (-6.2726, 0.6558, -6.7865)  0.063
H (-6.6537, 0.0330, -5.1801)  0.078
H (-6.0521, -1.0570, -6.4440)  0.080
C (5.2229, -3.9932, -0.6817)  -0.083
C (5.1741, -4.4041, -2.1434)  -0.277
O (6.3509, -4.0793, -2.8666)  -0.158
C (7.5526, -4.6672, -2.4005)  -0.285
C (7.5341, -6.1861, -2.4130)  -0.084
H (5.4016, -2.9191, -0.5934)  0.079
H (4.2795, -4.2340, -0.1882)  0.081
H (6.0217, -4.5039, -0.1407)  0.062
H (4.3579, -3.8717, -2.6337)  0.119
H (4.9508, -5.4717, -2.2427)  0.105
H (7.7980, -4.2861, -1.4033)  0.105
H (8.3422, -4.3157, -3.0676)  0.117
H (6.7642, -6.5916, -1.7548)  0.064
H (8.4978, -6.5790, -2.0830)  0.074
H (7.3323, -6.5563, -3.4204)  0.080

Calculated values
- max |F| (eV/Å) = 4.1
- charge = -1
- HOMO energy (eV) = -5.99
- HOMO-LUMO gap (eV) = 8.222


Below is 2 unconnected molecules or ions with the total composition C19H28N3S in a non-equilibrium geometry, with properties calculated with the ωB97M-V functional and the def2-TZVPD basis.

Last column: natural (NBO) charge in e.
Positions of all 51 atoms, in Å:
C (-1.7152, -3.6565, 0.3310)  -0.430
C (-1.5166, -2.2827, -0.2596)  -0.236
N (-0.1951, -1.6949, -0.0460)  -0.608
C (0.7724, -2.5849, -0.1001)  0.314
N (0.6365, -3.9609, -0.1344)  -0.453
C (-0.6791, -4.5985, -0.2219)  -0.197
C (1.6889, -4.9168, -0.4051)  -0.200
C (3.0066, -4.5716, 0.2419)  -0.419
C (3.4916, -3.2639, -0.3299)  -0.530
S (2.3753, -1.8717, -0.1012)  0.256
H (-1.6396, -3.6267, 1.4204)  0.212
H (-2.6904, -4.0679, 0.0692)  0.226
H (-1.7241, -2.3879, -1.3404)  0.182
H (-2.2389, -1.5870, 0.1681)  0.199
H (-0.6527, -5.5444, 0.3374)  0.209
H (-0.8883, -4.8692, -1.2706)  0.189
H (1.3550, -5.9066, -0.0605)  0.216
H (1.8368, -4.9984, -1.4964)  0.186
H (2.9051, -4.5070, 1.3260)  0.219
H (3.7288, -5.3643, 0.0260)  0.233
H (4.3945, -2.9425, 0.1912)  0.241
H (3.6958, -3.3698, -1.3988)  0.219
C (-0.9998, 3.6808, -3.0513)  -0.405
C (-0.7721, 2.1727, -3.0024)  -0.414
C (0.2650, 1.7430, -1.9761)  -0.229
N (-0.0239, 2.2969, -0.6442)  -0.260
C (-0.0795, 1.4950, 0.4014)  0.265
C (-0.4177, 2.0488, 1.7081)  -0.186
C (-1.4756, 2.9863, 1.9065)  -0.112
C (-1.7470, 3.5678, 3.1526)  -0.235
C (-0.9464, 3.2553, 4.2608)  -0.153
C (0.1244, 2.3759, 4.0995)  -0.210
C (0.4037, 1.7984, 2.8491)  -0.146
C (-0.1148, 3.7993, -0.6838)  -0.236
C (-1.1901, 4.2746, -1.6595)  -0.413
H (-0.1534, 4.1746, -3.5418)  0.209
H (-1.8805, 3.9077, -3.6581)  0.235
H (-1.7219, 1.6788, -2.7781)  0.212
H (-0.4538, 1.8169, -3.9839)  0.240
H (0.3111, 0.6539, -1.8711)  0.245
H (1.2451, 2.1269, -2.2968)  0.215
H (0.3092, 0.4651, 0.3127)  0.288
H (-2.1175, 3.2640, 1.0618)  0.205
H (-2.5798, 4.2533, 3.2707)  0.235
H (-1.1656, 3.6903, 5.2429)  0.237
H (0.7414, 2.1119, 4.9598)  0.237
H (1.2542, 1.1364, 2.7211)  0.228
H (-0.2584, 4.2452, 0.3004)  0.248
H (0.8499, 4.1719, -1.0715)  0.224
H (-1.1759, 5.3704, -1.7084)  0.240
H (-2.1778, 4.0125, -1.2668)  0.207

Calculated values
- max |F| (eV/Å) = 2.3
- ΔE to the lowest compared entry with this formula, charge and spin (kcal/mol) = 0.0
- charge = +1
- HOMO energy (eV) = -10.79
- HOMO-LUMO gap (eV) = 7.096


Below is C7H10 in the gas phase, with properties calculated with the ωB97M-V functional and the def2-TZVPD basis.

Last column: natural (NBO) charge in e.
Positions of all 17 atoms, in Å:
C (-1.8354, 0.4022, -0.0275)  -0.618
C (-1.0966, -0.9322, -0.1482)  -0.386
C (0.4345, -0.8936, -0.4859)  -0.362
C (1.0884, 0.4289, -0.9198)  -0.481
C (1.5478, 0.9722, 0.4022)  -0.037
C (1.2171, 0.1555, 1.4279)  -0.387
C (0.8017, -1.1627, 0.9401)  0.059
H (-1.8819, 0.9449, -0.9776)  0.202
H (-2.8658, 0.2193, 0.3000)  0.219
H (-1.3540, 1.0452, 0.7165)  0.213
H (-1.5896, -1.6237, -0.8302)  0.224
H (0.6802, -1.7268, -1.1435)  0.224
H (0.4451, 1.1491, -1.4437)  0.226
H (1.9384, 0.2257, -1.5852)  0.234
H (2.1049, 1.9052, 0.4819)  0.209
H (1.4562, 0.3397, 2.4710)  0.218
H (-1.0911, -1.4490, 0.8218)  0.243

Calculated values
- max |F| (eV/Å) = 0.8
- ΔE to the lowest compared entry with this formula, charge and spin (kcal/mol) = 87.5
- charge = 0
- HOMO energy (eV) = -8.05
- HOMO-LUMO gap (eV) = 8.145


Question: The highest HOMO-LUMO gap belongs to which entry?
Answer: C34H76Br2NO8S2